{
  "formula": "C15H45F2KNO24P5S2",
  "method": "ωB97M-V/def2-TZVPD",
  "e_homo_ha": [-0.464, -0.464],
  "max_force_ev_per_a": 10.30,
  "gap_ev": [8.08, 3.60],
  "multiplicity": 2,
  "lumo_energy_ev": [-4.54, -9.01],
  "total_charge": 1,
  "total_energy_ev": -156790.1569,
  "species": ["K", "N", "S", "O", "O", "F", "S", "O", "O", "F", "C", "O", "P", "O", "O", "C", "O", "C", "H", "H", "H", "H", "H", "H", "H", "H", "H", "C", "O", "P", "O", "O", "C", "O", "C", "H", "H", "H", "H", "H", "H", "H", "H", "H", "C", "O", "P", "O", "O", "C", "O", "C", "H", "H", "H", "H", "H", "H", "H", "H", "H", "C", "O", "P", "O", "O", "C", "O", "C", "H", "H", "H", "H", "H", "H", "H", "H", "H", "C", "O", "P", "O", "O", "C", "O", "C", "H", "H", "H", "H", "H", "H", "H", "H", "H"],
  "xyz": [[0.79499, 0.08477, -0.49571], [2.45921, 1.79671, -1.58807], [3.92449, 2.22926, -1.30064], [4.16307, 3.13373, -0.16875], [4.95779, 2.19053, -2.31772], [4.28096, 0.84287, -0.55360], [2.13146, 3.21754, -2.40573], [2.46276, 3.23773, -3.81788], [2.22697, 4.55278, -1.76915], [0.54593, 2.98618, -2.48080], [-0.80411, -4.65170, 0.08157], [-1.28694, -4.37199, 1.36536], [-1.29956, -2.86419, 2.02957], [-0.29125, -1.94960, 1.36726], [-2.85881, -2.47423, 1.88822], [-3.37566, -1.19315, 1.62381], [-1.06267, -3.14533, 3.61488], [-0.70143, -2.12193, 4.39470], [0.27704, -4.51729, 0.04774], [-1.35624, -4.15978, -0.71923], [-1.04875, -5.68271, -0.17388], [-4.13898, -0.88728, 2.33927], [-3.73935, -1.13247, 0.59807], [-2.69114, -0.34540, 1.59474], [0.33105, -2.06029, 4.73863], [-1.33580, -2.14939, 5.28066], [-1.02971, -1.17928, 3.95683], [-4.00475, 2.49213, -0.10120], [-3.10532, 2.45615, -1.22406], [-2.72368, 1.05118, -1.85663], [-1.76285, 0.17095, -1.07598], [-4.15321, 0.43480, -2.24235], [-4.20216, -0.89470, -2.75995], [-2.12135, 1.57721, -3.20166], [-2.83829, 2.31858, -4.19400], [-4.10799, 3.44636, 0.41543], [-3.66557, 1.74289, 0.61412], [-4.97101, 2.13054, -0.45291], [-3.29182, -1.48364, -2.64798], [-4.20855, -0.66509, -3.82547], [-5.01619, -1.53080, -2.41236], [-2.33012, 2.01856, -5.11043], [-2.64974, 3.38404, -4.06235], [-3.90819, 2.12244, -4.26431], [1.50321, -0.40261, -4.43792], [1.21522, -1.78164, -4.53983], [0.24102, -2.54548, -3.49821], [0.66534, -2.37403, -2.10052], [-1.22167, -2.02464, -3.88739], [-1.54785, -1.71789, -5.24759], [0.25498, -4.05979, -4.04962], [1.11273, -5.07243, -3.39075], [0.76553, 0.15604, -5.01397], [2.44075, -0.17452, -4.94495], [1.46221, -0.08297, -3.39664], [-0.91839, -2.25933, -5.95380], [-1.37029, -0.64296, -5.21459], [-2.61046, -1.82409, -5.46598], [1.22882, -4.95744, -2.31307], [2.09277, -5.04567, -3.86709], [0.69091, -6.05386, -3.60745], [0.00449, 1.69137, 4.39740], [-0.63401, 2.97900, 4.53614], [-1.12972, 3.62692, 3.10196], [-2.11103, 2.80759, 2.41364], [-1.70543, 5.04139, 3.60194], [-2.78019, 5.70816, 3.04173], [0.24229, 4.02073, 2.22499], [0.93375, 3.09832, 1.40614], [-0.29062, 0.92805, 5.11737], [1.05475, 1.97773, 4.34209], [-0.19680, 1.20360, 3.44364], [-3.59999, 5.61932, 3.75457], [-3.07071, 5.17412, 2.13702], [-2.63251, 6.75756, 2.78667], [0.94453, 3.58647, 0.43161], [0.46846, 2.14156, 1.16906], [1.95534, 3.07639, 1.78558], [4.48754, -2.30082, 3.67276], [3.32303, -1.54851, 3.45620], [3.17423, -0.56540, 2.19568], [1.98016, 0.30183, 2.17560], [3.43888, -1.48848, 0.87138], [2.66120, -2.75057, 0.72657], [4.52531, 0.34602, 2.28603], [4.67482, 1.35515, 3.28876], [4.15880, -3.32239, 3.48191], [4.78139, -2.31318, 4.72233], [5.35173, -2.00820, 3.07640], [2.08816, -2.94809, 1.63250], [3.28778, -3.60277, 0.46340], [1.91919, -2.67948, -0.06871], [3.72836, 1.48935, 3.81250], [4.99913, 2.25841, 2.77199], [5.48836, 1.04462, 3.94438]],
  "forces_ev_per_angstrom": [[-0.7336, -1.1124, 0.6231], [0.2545, 3.1571, -1.2856], [7.5387, -5.0378, 4.8892], [-1.1221, -0.0347, -1.9439], [-2.1941, 1.3401, 0.3319], [-0.6115, 0.8653, -0.6809], [-5.7529, 6.1888, -4.4025], [0.6446, -1.4085, 2.2356], [0.5849, -4.1820, -0.2091], [1.0795, -0.4260, 0.7333], [-0.0473, -0.5281, -1.0349], [-0.6606, 1.8443, 2.4476], [0.8849, -0.6078, -1.7556], [-1.7733, -1.0448, 1.2848], [1.6170, -0.6039, 0.4825], [-0.2761, 1.8012, -0.7853], [-0.6132, -3.1199, -4.1970], [-0.6334, 3.3981, 2.6197], [-0.1261, 0.2301, -0.3236], [0.3383, 0.9054, 0.1603], [0.2495, -0.3324, 0.6911], [-0.1296, -0.6033, 0.0005], [-0.4952, -0.5317, 0.0577], [0.8870, -0.4030, 0.4901], [0.1814, -0.3106, -0.5233], [0.1638, -0.2641, 0.3787], [0.5700, 0.4181, -0.1699], [-0.5775, -1.5046, 0.3777], [-0.0721, -0.0318, 0.2257], [0.6251, -0.0727, 1.1353], [-1.8378, 1.5851, -1.5918], [0.7605, 0.0654, 1.7347], [0.8116, -0.3071, -1.6032], [0.4531, -0.7353, -0.0846], [0.7321, 0.2595, -0.6613], [0.5254, 0.0621, -0.6197], [0.1097, 0.2883, 0.3222], [-0.1928, 0.3753, -0.0066], [0.2638, 0.3304, 0.6268], [-0.7285, -0.8546, -0.3014], [-0.2954, 0.7617, 0.0654], [-0.3816, 0.1281, -0.2137], [-0.1670, -0.0549, 0.2327], [0.1132, -0.2187, 0.3396], [-0.5273, 0.5102, -0.4290], [-0.3380, -1.2390, 0.3094], [0.3296, -0.4623, -1.4802], [-0.4844, 0.3129, -0.0417], [0.6131, -1.2622, 1.1814], [0.2390, 1.2713, 0.1453], [0.4604, 0.6068, 1.3293], [0.0761, 0.0919, -0.8335], [-0.2650, 0.1214, 0.1895], [0.2262, -0.3260, 0.4841], [0.3307, 0.1425, -0.0332], [-0.1714, 0.1545, 0.0043], [0.1157, 0.1091, -1.1077], [0.1044, -0.5962, 0.3740], [-0.3237, 0.4142, -0.1358], [-0.0066, 0.1688, 0.0769], [-0.2775, 0.2771, -0.0104], [0.7270, 0.3941, -1.1841], [-1.0693, 0.6784, -1.7041], [1.3772, 1.2913, 1.6646], [-0.2397, -0.6924, -0.9814], [3.0260, -1.4284, 0.5309], [-1.9035, -0.3976, -0.8768], [-2.6651, -0.4888, 2.0081], [0.2667, 0.9687, -1.1939], [0.1248, 0.7663, 0.6100], [0.2388, -0.8803, 0.5955], [-0.2840, 0.2265, -0.2732], [-0.1359, 0.2464, -0.0963], [-0.2829, 0.1952, -0.1550], [0.6411, -0.1208, 0.2872], [0.3501, 0.1827, -0.2049], [-0.1304, -0.1112, 1.1054], [-0.0923, -0.7018, -0.0880], [0.4389, -1.5755, 0.3022], [-1.4276, 1.8116, -0.7009], [2.0408, 0.3090, 0.0632], [0.0569, -0.9219, -0.1143], [-0.6331, 0.1427, 1.0810], [-0.3779, 0.3404, 0.2013], [-0.9869, -1.7199, -1.1377], [0.0640, -0.1163, -0.2183], [0.6208, -0.2248, -0.3201], [-0.2259, 0.5551, 0.0592], [-0.2358, 0.0419, -0.1762], [0.2468, -0.0477, 0.0665], [0.5322, 0.4287, 0.3017], [0.1609, 0.5326, -0.0818], [0.2006, 0.2527, 0.1696], [-0.2537, 0.0873, 0.1310], [-0.2377, 0.0069, 0.2141]],
  "mulliken_charge": [1.152, -0.013, 0.816, -0.338, -0.453, -0.220, 0.934, -0.530, -0.487, -0.140, -0.480, -0.444, 0.146, 0.532, -0.330, -0.280, -0.396, -0.459, 0.055, 0.230, 0.396, 0.434, 0.193, -0.092, 0.248, 0.392, -0.019, -0.504, -0.296, -0.670, 1.034, -0.307, -0.639, -0.001, -0.948, 0.215, 0.085, 0.288, 0.104, 0.313, 0.356, 0.279, 0.277, 0.362, -0.399, -0.377, -0.331, 0.507, 0.044, -0.595, -0.403, -0.531, 0.302, 0.370, 0.002, 0.336, 0.075, 0.306, 0.126, 0.294, 0.252, -0.098, -0.440, 0.636, -0.341, -0.395, -0.346, -0.425, -0.181, 0.411, 0.212, -0.222, 0.277, -0.010, 0.285, 0.323, -0.083, 0.221, -0.838, -0.235, 0.170, 0.559, -0.350, 0.030, -0.281, -0.623, 0.292, 0.262, 0.379, 0.238, 0.378, -0.289, 0.236, 0.202, 0.270]
}